Density functional theory data (the ωB97M-V functional and the def2-TZVPD basis) for C45H37N3P2Ti as an isolated structure.

The geometry in XYZ format:
```
88
Properties=species:S:1:pos:R:3:forces:R:3
Ti -0.150 0.802 -0.098 -0.088 0.016 -0.244
C 4.136 1.017 3.315 0.000 0.056 -0.009
C 3.885 2.254 2.735 0.009 -0.004 0.009
C 3.373 2.334 1.447 -0.056 -0.028 0.010
C 3.101 1.169 0.729 0.175 0.042 -0.043
C 3.355 -0.072 1.320 -0.002 -0.067 0.017
C 3.877 -0.147 2.603 -0.003 -0.036 -0.014
P 2.285 1.191 -0.894 -0.445 0.260 0.682
C 3.414 0.658 -2.176 0.077 -0.106 -0.034
C 2.971 0.720 -3.498 -0.017 -0.023 0.004
C 3.816 0.332 -4.523 -0.020 0.000 -0.011
C 5.095 -0.126 -4.232 0.022 -0.011 0.010
C 5.534 -0.193 -2.917 -0.002 -0.009 -0.033
C 4.696 0.197 -1.884 -0.045 0.040 0.003
C 1.642 2.849 -1.134 0.294 -0.228 -0.033
C 2.290 4.047 -1.427 -0.101 -0.018 -0.082
C 1.544 5.210 -1.378 -0.008 0.000 0.004
C 0.195 5.161 -1.022 -0.019 0.011 0.008
C -0.429 3.957 -0.734 -0.018 -0.037 -0.098
C 0.288 2.754 -0.802 -0.040 0.173 -0.106
H 4.550 0.961 4.313 -0.002 0.000 0.009
H 4.101 3.164 3.281 0.005 -0.003 0.009
H 3.181 3.304 1.006 0.004 -0.003 -0.007
H 3.167 -0.988 0.768 0.005 0.012 -0.015
H 4.092 -1.113 3.042 0.000 0.005 0.002
H 1.974 1.081 -3.726 -0.005 0.002 0.009
H 3.479 0.388 -5.549 0.005 0.002 -0.004
H 5.754 -0.427 -5.035 0.007 0.000 -0.003
H 6.533 -0.542 -2.696 0.006 -0.002 0.002
H 5.047 0.157 -0.861 0.006 0.000 0.000
H 3.341 4.063 -1.688 0.006 0.015 -0.010
H 2.003 6.164 -1.603 0.010 0.004 -0.007
H -0.369 6.084 -0.971 -0.007 0.001 0.008
H -1.478 3.987 -0.448 0.004 0.009 0.002
N -2.244 1.411 -0.531 -0.005 0.121 -0.012
C -2.981 1.823 0.644 -0.030 0.019 0.152
C -4.305 2.159 0.635 0.086 -0.016 -0.003
C -4.939 2.586 1.822 -0.045 0.007 0.029
C -4.237 2.692 2.989 -0.008 0.000 -0.002
C -2.863 2.356 3.027 0.023 -0.043 -0.110
C -2.058 2.480 4.182 0.018 -0.015 -0.013
C -0.729 2.159 4.126 -0.003 -0.013 -0.022
C -0.201 1.675 2.921 -0.039 -0.010 0.072
N -0.928 1.530 1.829 0.334 -0.230 -0.252
C -2.245 1.892 1.849 -0.083 0.091 0.027
H -2.175 2.181 -1.194 -0.022 -0.030 -0.017
H -2.715 0.647 -1.014 -0.015 0.022 0.014
H -4.869 2.112 -0.289 0.002 -0.001 -0.014
H -5.987 2.848 1.792 -0.003 0.002 0.009
H -4.719 3.041 3.893 -0.005 0.005 0.004
H -2.504 2.842 5.101 0.008 0.003 0.009
H -0.083 2.262 4.985 -0.002 0.004 0.009
H 0.847 1.394 2.855 -0.015 0.010 0.001
N -0.397 -0.612 -1.126 -0.185 0.141 0.153
P -1.086 -2.010 -0.722 0.318 0.007 0.037
C -0.109 -3.370 -1.353 -0.151 0.048 -0.060
C -0.288 -4.662 -0.860 -0.043 -0.009 0.027
C 0.463 -5.702 -1.380 0.001 -0.004 0.005
C 1.387 -5.453 -2.387 0.004 0.012 -0.004
C 1.566 -4.167 -2.876 0.016 -0.010 -0.012
C 0.818 -3.118 -2.362 0.015 0.031 0.035
C -2.773 -2.110 -1.317 0.029 -0.040 0.028
C -3.814 -1.480 -0.628 -0.002 0.022 -0.016
C -5.092 -1.470 -1.164 -0.005 0.001 0.005
C -5.336 -2.086 -2.386 0.005 -0.002 -0.001
C -4.306 -2.712 -3.071 -0.006 0.005 -0.009
C -3.024 -2.726 -2.540 -0.004 -0.044 -0.006
C -1.092 -2.113 1.087 0.018 -0.117 -0.061
C 0.027 -1.582 1.735 0.168 -0.072 -0.041
C 0.156 -1.655 3.112 -0.068 0.002 -0.005
C -0.848 -2.255 3.861 0.042 0.021 -0.006
C -1.959 -2.795 3.227 -0.027 -0.011 -0.015
C -2.081 -2.734 1.845 -0.033 0.025 0.002
H -1.005 -4.858 -0.071 -0.001 0.000 -0.002
H 0.330 -6.706 -1.000 -0.002 -0.006 0.003
H 1.972 -6.268 -2.790 0.005 -0.002 -0.006
H 2.288 -3.978 -3.660 0.004 -0.006 -0.001
H 0.954 -2.109 -2.730 0.002 0.004 -0.006
H -3.637 -1.009 0.334 0.006 -0.025 0.024
H -5.900 -0.997 -0.622 -0.012 0.000 0.002
H -6.335 -2.084 -2.800 -0.008 -0.001 0.002
H -4.499 -3.196 -4.018 -0.006 -0.002 -0.006
H -2.224 -3.222 -3.076 0.005 0.001 0.009
H 0.868 -1.203 1.150 -0.032 0.022 -0.010
H 1.045 -1.263 3.591 -0.001 -0.004 0.019
H -0.756 -2.325 4.936 0.005 0.006 0.009
H -2.730 -3.280 3.810 -0.003 -0.002 0.003
H -2.943 -3.178 1.365 -0.011 0.005 -0.014
```
Forces are in eV/Å.

E_HOMO: -0.4911 Ha
total charge: +2
electronic energy: -3433.05204 Eh
orbital gap: 7.4724 eV
energy relative to the best compared isomer or geometry (same formula, charge and spin): 0.849 eV
multiplicity: 1
E_LUMO: -0.2165 Ha

These are the Löwdin partial charges, in e, on atoms 1 to 5: 0.87 -0.06 -0.06 -0.07 -0.37

---

Density functional theory data (the ωB97M-V functional and the def2-TZVPD basis) for C45H38AsCl2IrN2O3PS as an isolated structure.

The geometry in XYZ format:
```
94
Properties=species:S:1:pos:R:3:forces:R:3
Ir 0.215 -0.064 0.004 0.363 0.014 0.282
O 2.315 -0.756 -0.103 -0.110 0.018 -0.028
N 3.029 -0.769 1.007 0.061 0.026 0.018
C 4.370 -0.886 0.861 -0.025 0.013 -0.017
C 5.190 -0.930 1.951 -0.037 0.000 0.046
C 4.621 -0.845 3.227 0.000 0.001 -0.054
C 3.262 -0.717 3.352 -0.015 0.009 -0.026
C 2.435 -0.670 2.219 0.016 0.000 0.024
S 0.730 -0.473 2.320 -0.024 -0.016 -0.095
H 4.691 -0.938 -0.169 -0.001 0.009 -0.010
H 6.255 -1.023 1.807 0.004 -0.001 0.002
H 5.246 -0.875 4.108 0.008 -0.002 0.006
H 2.786 -0.639 4.319 -0.001 -0.002 0.003
C -1.410 3.054 -0.960 0.064 -0.081 0.007
C -2.429 4.185 -0.917 -0.079 0.157 0.124
As -2.269 5.490 0.581 0.252 -0.236 0.168
C -3.966 6.381 0.274 -0.178 0.088 -0.175
C -4.808 6.581 1.366 0.123 -0.038 -0.053
C -6.055 7.168 1.201 -0.084 0.050 -0.060
C -6.474 7.561 -0.062 0.026 -0.036 0.102
C -5.644 7.365 -1.157 0.036 -0.006 -0.064
C -4.398 6.779 -0.992 -0.027 0.034 0.107
C -1.040 6.756 -0.263 -0.089 0.102 0.018
C 0.203 6.326 -0.722 -0.011 0.014 -0.030
C 1.111 7.226 -1.263 -0.006 -0.035 0.013
C 0.796 8.574 -1.336 -0.021 0.013 0.005
C -0.430 9.017 -0.861 0.025 0.009 0.004
C -1.340 8.117 -0.324 0.027 -0.077 -0.022
P -1.395 1.831 0.415 -0.126 0.301 -0.038
C -0.744 2.678 1.879 0.014 0.005 -0.070
C 0.435 3.410 1.730 -0.015 -0.036 0.034
C 1.008 4.035 2.824 0.031 0.003 -0.015
C 0.427 3.914 4.080 -0.023 -0.010 -0.019
C -0.715 3.143 4.239 0.012 0.004 0.016
C -1.296 2.520 3.146 0.001 -0.022 0.030
C -3.160 1.502 0.671 0.005 0.004 0.021
C -3.976 2.348 1.426 0.028 -0.004 0.019
C -5.344 2.138 1.469 -0.030 -0.014 -0.006
C -5.912 1.089 0.755 0.004 0.024 0.008
C -5.110 0.257 -0.009 0.016 0.009 -0.007
C -3.738 0.462 -0.053 0.004 -0.023 -0.012
H -0.387 3.413 -1.059 -0.035 -0.033 -0.016
H -1.591 2.435 -1.847 0.014 0.025 -0.009
H -3.444 3.790 -0.840 0.009 -0.009 -0.029
H -2.367 4.757 -1.844 0.006 -0.067 -0.039
H -4.480 6.276 2.354 -0.005 -0.001 0.001
H -6.697 7.321 2.059 -0.003 0.001 -0.001
H -7.446 8.019 -0.193 -0.002 0.003 -0.001
H -5.966 7.672 -2.144 -0.006 0.001 0.002
H -3.753 6.644 -1.852 0.002 0.002 -0.004
H 0.486 5.283 -0.661 -0.015 -0.016 0.010
H 2.067 6.864 -1.622 0.010 0.020 -0.002
H 1.503 9.278 -1.755 0.000 -0.002 -0.007
H -0.683 10.069 -0.907 0.003 0.004 0.003
H -2.292 8.478 0.044 -0.033 0.008 -0.013
H 0.925 3.455 0.765 0.013 0.033 -0.014
H 1.915 4.610 2.693 0.002 0.002 0.010
H 0.872 4.407 4.934 0.005 0.002 0.003
H -1.156 3.022 5.220 -0.002 0.004 0.006
H -2.179 1.910 3.289 0.005 -0.007 -0.002
H -3.545 3.178 1.972 -0.010 0.008 -0.022
H -5.969 2.802 2.052 -0.005 -0.001 0.002
H -6.982 0.929 0.789 -0.004 -0.001 0.004
H -5.547 -0.553 -0.579 0.006 -0.009 -0.001
H -3.120 -0.179 -0.670 0.037 -0.054 -0.040
Cl -1.442 -2.237 0.351 -0.066 -0.067 -0.274
C -1.686 -2.554 -1.423 -0.181 -0.066 0.175
C -2.379 -3.677 -1.787 0.087 0.166 0.158
C -2.713 -3.859 -3.130 -0.046 -0.182 -0.160
C -2.416 -2.838 -4.062 0.062 0.139 0.048
C -1.748 -1.721 -3.655 -0.146 -0.248 -0.196
Cl -1.429 -0.429 -4.806 -0.008 0.090 -0.024
C -1.344 -1.499 -2.309 0.164 0.076 0.319
N -0.073 -0.786 -2.084 0.105 -0.130 -0.294
C 1.149 -1.363 -2.627 -0.181 0.103 0.125
C 1.302 -2.739 -2.632 0.082 -0.080 -0.035
C 2.502 -3.294 -3.047 -0.011 0.039 0.000
C 3.540 -2.470 -3.458 -0.001 -0.004 0.004
C 3.363 -1.095 -3.467 -0.008 0.000 -0.017
C 2.169 -0.513 -3.057 0.024 -0.044 -0.002
C 2.030 0.990 -3.095 -0.074 0.064 0.032
C 2.198 1.681 -1.732 0.221 -0.050 -0.047
O 3.223 2.268 -1.451 -0.063 -0.111 -0.006
O 1.145 1.644 -0.954 -0.234 0.071 0.081
H -2.673 -4.403 -1.039 -0.010 0.008 0.016
H -3.187 -4.774 -3.456 -0.003 0.009 -0.003
H -2.737 -2.924 -5.092 -0.009 0.006 -0.010
H -0.185 0.133 -2.507 0.032 0.043 0.016
H 0.486 -3.371 -2.305 0.000 0.011 -0.012
H 2.622 -4.369 -3.051 0.001 -0.008 0.004
H 4.479 -2.897 -3.785 0.006 0.002 -0.007
H 4.164 -0.448 -3.805 0.007 -0.004 -0.002
H 1.057 1.282 -3.505 0.014 -0.031 -0.013
H 2.792 1.392 -3.760 0.021 0.020 0.030
```
Forces are in eV/Å.

E_HOMO (spin up / spin down): -0.1655 / -0.2940 Ha
expectation value of S²: 8.78
electronic energy: -6072.67938 Eh
orbital gap (spin up / spin down): 4.6043 / 5.9065 eV
energy relative to the best compared isomer or geometry (same formula, charge and spin): 0.994 eV
multiplicity: 6
E_LUMO (spin up / spin down): 0.0037 / -0.0770 Ha

These are the Löwdin partial charges, in e, on atoms 1 to 5: 1.11 -0.23 -0.18 0.01 -0.04

---

- Look up the electronic energy of the second one.
  -6072.67938 Eh

---

- Which of these has the highest multiplicity?
  C45H38AsCl2IrN2O3PS

---

- What is the multiplicity in the second record?
  6

---

- Among the records above, which one has the lowest electronic energy?
  C45H38AsCl2IrN2O3PS